Record 1
Entry from the OMol25 dataset: CCl3F3NOPS as an isolated structure at a distorted geometry (the ωB97M-V functional and the def2-TZVPD basis).

HOMO level (spin up / spin down)	-0.3664 / -0.3664	Ha
calculated total energy	-70417.37287	eV
energy above the lowest of the compared OMol25 structures with the same formula, charge and spin	13.8	kJ/mol
largest force on an atom	0.069	hartree/bohr
net charge	0

Geometry as XYZ:
```
11
CCl3F3NOPS the ωB97M-V functional and the def2-TZVPD basis
C -2.23403 0.43393 -0.27525
N 0.86681 0.59732 -0.70591
O -0.63249 -1.47018 1.07135
F -3.12947 0.13621 0.55371
F -1.77062 1.68614 0.05715
F -2.75004 0.32140 -1.52546
P 2.10382 0.01199 0.03019
S -0.79554 -0.90085 -0.24066
Cl 3.65949 0.85473 -0.86862
Cl 2.29848 -2.02793 -0.07892
Cl 2.38359 0.35724 1.98240
```

Here are the natural (NBO) charges for atoms 1 to 8, given in e:
1 C 0.81
2 N -1.14
3 O -0.85
4 F -0.28
5 F -0.31
6 F -0.32
7 P 1.45
8 S 1.25

=====

Record 2
Entry from the OMol25 dataset: C28H44BrCdN3SbSi3 as an isolated structure at a distorted geometry (the ωB97M-V functional and the def2-TZVPD basis).

HOMO level (spin up / spin down)	-0.3140 / -0.3149	Ha
calculated total energy	-138990.87903	eV
largest force on an atom	0.063	hartree/bohr
net charge	+1

Geometry as XYZ:
```
81
C28H44BrCdN3SbSi3 the ωB97M-V functional and the def2-TZVPD basis
Cd 9.43442 13.77306 11.20986
C 12.42589 14.80303 7.44405
Sb 11.19707 15.10510 9.25767
C 11.73276 13.58143 10.88670
C 12.10266 13.93182 12.26025
C 13.42362 14.14888 12.65092
C 13.70234 14.47909 13.97215
C 12.65525 14.56384 14.86501
C 11.38018 14.27861 14.43455
N 11.08156 13.94808 13.17953
Si 12.55113 12.09629 9.95960
C 11.42323 11.47902 8.61070
C 14.26674 12.37007 9.21544
C 12.78328 10.77988 11.31669
C 9.67921 17.00296 9.36906
C 8.98640 17.09237 10.64061
C 8.27665 18.30678 10.91395
C 7.90639 18.63560 12.25014
C 8.15373 17.66793 13.20048
C 8.63967 16.41582 12.85627
N 9.06771 16.12212 11.63388
Si 11.18474 18.20848 9.22379
C 11.90484 18.28241 7.51291
C 12.59160 17.74433 10.49263
C 10.68942 19.97545 9.68147
Si 8.63617 16.98633 7.84550
C 8.46678 18.72840 7.14289
C 6.96681 16.30574 8.44085
C 9.28141 15.86210 6.42826
H 12.10939 13.85274 7.05385
H 13.47600 14.70365 7.70157
H 12.25540 15.66423 6.70061
H 14.21012 14.16908 11.88538
H 14.73066 14.64645 14.22801
H 12.82014 14.86462 15.90793
H 10.47413 14.31490 15.08634
H 10.75758 12.22132 8.19180
H 10.82689 10.64108 9.00814
H 12.01381 10.96714 7.78996
H 14.14961 12.79578 8.20096
H 14.76216 11.41768 9.16597
H 14.87169 13.08194 9.81040
H 11.86281 10.22152 11.54038
H 13.33089 11.16219 12.22441
H 13.43630 9.92556 10.91812
H 8.03845 19.00378 10.09379
H 7.48625 19.60817 12.50455
H 7.83894 17.82146 14.27254
H 8.58553 15.62419 13.57098
H 12.97047 17.93716 7.57263
H 11.92178 19.33762 7.27985
H 11.34132 17.75410 6.70046
H 13.42600 17.29476 9.88575
H 12.40865 17.01558 11.24949
H 12.85545 18.72256 10.93266
H 10.03807 20.54431 8.98427
H 11.63219 20.50130 9.78060
H 10.17929 20.07834 10.65563
H 8.27931 19.44313 7.96512
H 7.59037 18.74077 6.45381
H 9.34579 19.05048 6.52926
H 6.43435 17.05558 9.04508
H 7.06922 15.45994 9.17215
H 6.33136 16.04140 7.60363
H 10.08101 16.35050 5.83254
H 8.40105 15.71666 5.71595
H 9.69584 14.89156 6.72171
C 8.65894 8.54694 11.75158
C 7.89086 9.87887 11.48310
C 6.55618 9.95652 11.02762
C 5.90778 11.17269 10.98802
C 6.61578 12.34176 11.25645
Br 5.71557 13.97383 10.94841
N 7.91164 12.31021 11.54360
C 8.50685 11.09754 11.82398
H 8.45743 8.19363 12.77876
H 9.75827 8.74847 11.67811
H 8.38695 7.75046 11.02820
H 6.07818 9.03774 10.62110
H 4.83243 11.23988 10.73830
H 9.42135 11.14579 12.42978
```

Here are the Löwdin charges for atoms 1 to 8, given in e:
1 Cd 1.29
2 C -0.28
3 Sb 1.28
4 C -0.57
5 C -0.49
6 C -0.04
7 C -0.05
8 C -0.07

=====

Record 3
Entry from the OMol25 dataset: C2H2FIrO2 as an isolated structure at a distorted geometry (the ωB97M-V functional and the def2-TZVPD basis).

HOMO level (spin up / spin down)	-0.7989 / -0.8502	Ha
calculated total energy	-11729.51084	eV
energy above the lowest of the compared OMol25 structures with the same formula, charge and spin	9.6	kJ/mol
spin multiplicity	5
largest force on an atom	0.076	hartree/bohr
net charge	+2

Geometry as XYZ:
```
8
C2H2FIrO2 the ωB97M-V functional and the def2-TZVPD basis
O -1.06399 0.33729 0.53157
C 0.00237 0.20550 1.08651
C 1.16027 -0.19346 0.15667
O 0.94888 -0.40143 -1.00494
H 0.17873 0.38683 2.15804
F 2.33182 -0.23896 0.68326
Ir -1.03991 -0.17157 -1.47632
H -2.51818 0.07580 -2.13479
```

Charges per atom according to natural (NBO) partitioning, unit e:
1 O -0.49
2 C 0.43
3 C 0.86
4 O -0.58
5 H 0.29
6 F -0.15
7 Ir 1.66
8 H -0.01

=====

Record 4
Entry from the OMol25 dataset: one molecule with the formula C5H10O at a distorted geometry (the ωB97M-V functional and the def2-TZVPD basis).

HOMO level	-0.2893	Ha
calculated total energy	-7389.93564	eV
energy above the lowest of the compared OMol25 structures with the same formula, charge and spin	466.0	kJ/mol
largest force on an atom	0.026	hartree/bohr
net charge	0

Geometry as XYZ:
```
16
C5H10O the ωB97M-V functional and the def2-TZVPD basis
C 0.72059 0.16258 -1.74942
C 0.13644 -0.91936 -0.79763
C -1.21586 -0.75873 0.48926
O -1.23273 -1.32498 1.66848
C -0.78729 0.54452 0.78815
C 0.42978 0.82784 1.57905
H -0.02866 0.71088 -2.33442
H 1.35837 -0.34221 -2.49167
H 1.37239 0.90880 -1.27280
H -0.34134 -1.67381 -1.42401
H 0.95941 -1.36940 -0.23383
H -2.08105 -0.92990 -0.17280
H -1.44514 1.37722 0.54615
H 1.13746 -0.00450 1.65988
H 0.09838 1.08027 2.59120
H 0.91925 1.71078 1.15439
```

Here are the natural (NBO) charges for atoms 1 to 8, given in e:
1 C -0.64
2 C -0.45
3 C 0.11
4 O -0.71
5 C 0.23
6 C -0.70
7 H 0.21
8 H 0.22

=====

Record 5
Entry from the OMol25 dataset: a 2-piece molecular cluster, C4H8ClNO4 overall at a distorted geometry (the ωB97M-V functional and the def2-TZVPD basis).

HOMO level	-0.3443	Ha
calculated total energy	-26475.74150	eV
energy above the lowest of the compared OMol25 structures with the same formula, charge and spin	79.7	kJ/mol
largest force on an atom	0.050	hartree/bohr
net charge	0

Geometry as XYZ:
```
18
C4H8ClNO4 the ωB97M-V functional and the def2-TZVPD basis
C -0.51447 1.76295 -1.06275
C 1.66345 -0.26716 0.57320
C -0.84810 0.30758 -1.04327
C 0.15643 -0.28298 0.78005
N -0.45480 -1.56060 0.74249
O 0.17893 -2.45131 0.18387
O -1.59126 -1.67404 1.14938
O 2.32015 -1.26934 1.28961
O -2.10235 -0.07067 -0.84923
Cl -0.50863 0.74937 2.00744
H -1.11966 2.26047 -1.82400
H 0.53487 1.91705 -1.29327
H -0.73664 2.22484 -0.09863
H 2.06172 0.68384 0.93001
H 1.87329 -0.36030 -0.50256
H -0.33402 -0.34986 -1.73590
H 1.98551 -2.12402 0.97358
H -2.56441 0.50420 -0.22001
```

Here are the natural (NBO) charges for atoms 1 to 8, given in e:
1 C -0.70
2 C -0.11
3 C 0.30
4 C -0.06
5 N 0.47
6 O -0.46
7 O -0.37
8 O -0.71

=====

Record 6
Entry from the OMol25 dataset: a 2-piece molecular cluster, C17H35IN3O7PS2 overall (the ωB97M-V functional and the def2-TZVPD basis).

HOMO level	-0.3176	Ha
SMILES	CCC[C@@H](C)[C@]1([PH2]=N)[C@H](CNC)[C@](I)(N(C)C(C)=O)[C@@H](S)OS1(=O)=O.COC(=O)OC
calculated total energy	-76056.09249	eV
largest force on an atom	0.017	hartree/bohr
net charge	0

Geometry as XYZ:
```
66
C17H35IN3O7PS2 the ωB97M-V functional and the def2-TZVPD basis
C -3.01448 -5.16370 0.10686
C -1.61337 -4.71618 -0.32386
C -1.57053 -3.24525 -0.77985
C -0.20619 -2.51369 -0.54758
C 0.46385 -2.18248 -1.90599
C -0.36754 -1.23167 0.36481
P -1.47670 -0.10594 -0.72044
N -2.85105 0.45889 -0.26183
C 1.03962 -0.50669 0.67434
C 2.25967 -1.48491 0.69793
N 3.05270 -1.43098 -0.51975
C 4.10196 -2.44329 -0.59485
C 1.05950 0.33547 1.98088
I -0.58798 1.85323 1.88600
N 2.31899 0.98422 2.22178
C 2.35765 2.12846 3.15012
C 3.09977 1.40798 1.07442
C 2.53915 2.37937 0.07568
O 4.22886 1.02761 0.99021
C 0.69841 -0.70211 3.06959
S 1.14049 -0.48958 4.81286
O -0.71148 -0.88950 3.06323
S -1.21935 -1.84184 1.87980
O -2.62572 -1.65435 1.83133
O -0.64223 -3.13201 2.13559
H -3.14972 -5.06686 1.18269
H -3.77528 -4.56919 -0.40222
H -3.18824 -6.20568 -0.16563
H -0.88913 -4.89627 0.46547
H -1.30482 -5.33603 -1.17155
H -2.40704 -2.70323 -0.33411
H -1.77302 -3.25296 -1.85214
H 0.40705 -3.24310 -0.02871
H 1.34720 -2.80058 -2.04982
H -0.22564 -2.32009 -2.73499
H 0.84722 -1.16557 -1.96197
H -1.60499 -0.93674 -1.82797
H -0.51874 0.84014 -1.12722
H -2.86816 1.46584 -0.18241
H 1.18702 0.16706 -0.16852
H 1.94226 -2.50973 0.87375
H 2.88161 -1.22435 1.56387
H 3.45216 -0.51061 -0.61607
H 3.90367 -3.23584 0.12970
H 5.09185 -2.03629 -0.38414
H 4.10941 -2.92040 -1.57795
H 3.35691 2.17763 3.58763
H 1.63549 2.02069 3.94840
H 2.17134 3.07474 2.63427
H 2.17574 1.83664 -0.79660
H 3.37397 2.99626 -0.25745
H 1.75250 3.01230 0.47246
H 1.12607 -1.65903 2.77251
H 2.30422 0.11451 4.60294
C -3.87287 3.14414 -2.48384
O -2.64259 3.84992 -2.26082
C -2.73016 5.16810 -2.41343
O -3.71866 5.78144 -2.71322
O -1.52870 5.69637 -2.17642
C -1.48159 7.12061 -2.30561
H -3.64731 2.09451 -2.31963
H -4.63335 3.47413 -1.77971
H -4.22058 3.30055 -3.50254
H -2.15855 7.59215 -1.59653
H -1.74443 7.42249 -3.31715
H -0.45613 7.40127 -2.08658
```

Here are the natural (NBO) charges for atoms 1 to 8, given in e:
1 C -0.61
2 C -0.40
3 C -0.43
4 C -0.24
5 C -0.63
6 C -0.56
7 P 1.37
8 N -1.29